136
Properties=species:S:1:pos:R:3:forces:R:3 method="wB97M-V/def2-TZVPD" max_force_ev_per_a=1.0 energy_ha=-4703.9161 lumo_energy_ev=3.84 homo_ev=-2.283 homo_lumo_gap_ev=6.125 e_above_lowest_kj_mol=39.6 charge=-2
H -1.447693 -7.433268 -0.370793 -0.056 0.059 -0.002
C -3.205401 -0.058032 -2.709254 0.102 0.008 0.112
C -2.462564 2.384442 0.888160 0.086 0.038 0.084
H -5.235050 -5.816276 -0.927050 0.071 -0.045 -0.018
C 4.182571 2.429115 -3.131682 -0.211 -0.032 0.169
N 0.686230 -1.164354 3.748364 -0.205 0.150 -0.010
O 1.855169 -2.284628 -0.222969 0.301 -0.002 0.309
H -3.554813 -3.075536 -0.773157 0.053 -0.001 -0.057
H -0.626911 -0.268903 5.716261 0.010 0.027 -0.013
C 2.899569 3.221134 -3.387752 0.278 -0.072 -0.051
H 2.602384 -7.164093 1.446435 -0.021 0.017 -0.011
P 1.995496 2.508971 -0.883157 0.047 0.281 -0.462
H -5.024411 1.433432 2.152261 0.024 0.008 0.030
C -2.531459 2.187698 4.293524 -0.021 0.023 -0.004
H -1.386523 -2.133465 -5.878500 0.027 -0.018 0.061
O 1.867146 2.898536 -2.450859 0.059 -0.005 -0.068
H -0.530180 -4.717045 -2.708862 0.012 0.023 0.016
H -1.563623 3.222499 -3.717427 -0.013 -0.050 0.025
H -4.406604 3.324865 -1.722800 0.050 -0.038 0.012
C -4.663335 2.778230 5.247959 -0.001 -0.051 -0.028
H 1.463315 -3.369176 -6.214962 -0.011 0.000 0.068
H 3.846922 -6.270985 -0.529874 0.018 0.034 0.002
O 2.840652 1.290279 -0.670701 0.062 -0.009 0.115
C -3.146285 1.727559 3.134144 0.009 -0.013 -0.055
C 2.185426 3.780234 1.989218 -0.141 -0.040 -0.247
C -2.808006 -3.669968 -1.314293 0.129 0.115 0.091
H 4.542208 2.621399 -2.120493 0.090 0.005 -0.062
C 1.257951 0.022583 3.773391 0.145 -0.129 0.009
C 2.061431 1.747463 5.386160 0.035 0.062 -0.051
H 1.039262 -4.120534 -2.167568 -0.079 -0.011 0.025
H 3.032394 3.090442 -5.543672 -0.008 -0.015 -0.011
H 0.815199 2.787641 8.363189 -0.001 0.015 -0.011
H 3.402389 -2.127169 -2.326920 -0.024 0.031 0.035
H -6.368294 2.345559 4.012175 0.007 -0.001 -0.004
H -0.977030 3.605628 1.813833 -0.022 0.019 -0.080
C -4.539613 1.796399 3.047665 -0.015 -0.076 0.030
H 1.256080 4.275818 1.695760 0.068 0.008 0.075
H -4.360346 -7.324283 -0.606204 0.013 0.067 -0.026
O 1.900927 0.585375 2.832066 -0.031 -0.064 -0.134
C 0.988231 -3.041515 2.538292 0.186 -0.084 -0.022
H 0.769020 -3.523069 3.494461 -0.032 -0.037 0.005
C -2.053398 2.289400 -3.465374 0.072 -0.013 -0.109
H 1.983326 2.711793 2.079305 0.000 0.061 0.051
C -3.419145 2.303712 -0.116110 -0.063 0.065 -0.050
O -1.729422 -0.851891 1.033124 -0.140 0.116 0.239
O 3.813878 -3.961026 -1.435376 -0.153 0.111 -0.237
O 0.591061 2.459369 -0.400020 0.016 -0.014 0.249
C 2.498155 -6.125851 1.155596 -0.009 -0.019 0.017
H 2.862125 1.935627 4.680198 -0.071 0.029 0.004
C 3.263104 4.066678 0.945886 0.090 -0.021 0.292
C -2.822393 -5.151327 1.309300 -0.096 0.099 0.027
H 2.094650 1.784957 -4.769893 0.011 0.037 -0.039
C 3.192708 -5.630130 0.050637 -0.075 -0.054 0.062
O -0.919650 1.230678 2.320879 -0.140 0.178 -0.028
H -3.087124 5.403839 -1.461506 -0.005 -0.005 0.006
H -3.036555 -3.629159 -2.382039 0.078 0.040 0.032
H 2.677217 3.244391 6.799013 0.012 -0.020 -0.026
H 2.259048 5.280378 -3.427564 0.031 0.000 -0.014
C -3.280494 1.956473 -4.008613 0.004 -0.033 -0.041
O -3.910461 -0.380778 1.259434 0.111 0.061 -0.105
H 2.325985 -3.947846 -4.774892 -0.052 0.008 -0.045
C -1.460569 1.418709 -2.559174 -0.061 -0.110 -0.036
H 3.864751 5.002052 -4.145125 0.009 0.002 0.001
H -1.897705 -3.646489 -5.106325 0.035 0.064 0.003
H -5.248888 3.205359 6.054069 -0.003 -0.034 0.019
H -0.521159 1.676905 -2.079900 -0.057 -0.008 -0.026
H 4.176487 -2.010387 -0.751247 0.027 -0.010 0.054
C -0.025446 1.233919 7.138704 0.030 0.022 -0.006
H 3.647559 4.970761 -2.375655 -0.011 0.054 -0.029
C -2.704907 -0.117389 1.356197 0.065 -0.215 -0.029
H -2.691399 -6.095021 1.847502 -0.013 0.020 -0.066
H 3.984996 1.358837 -3.204859 0.046 0.017 -0.015
C 3.191544 4.719414 -3.332418 -0.113 -0.028 0.143
H 4.009218 5.818964 1.965739 0.003 -0.007 -0.020
H 0.333162 -0.472353 -3.316969 -0.006 -0.002 -0.030
C -5.288335 2.303207 4.098783 0.086 0.050 -0.043
H -4.249914 -6.558178 -2.196924 -0.005 0.026 0.065
Cl -5.425211 0.304299 -4.234664 -0.003 -0.020 -0.008
H 4.382089 5.776797 0.227043 -0.009 -0.026 0.020
Si 0.219498 -2.825072 -4.079972 0.069 -0.141 -0.406
H 1.942002 -1.165969 -3.389892 -0.063 0.011 -0.064
C 1.336022 -3.831335 -5.229966 0.038 -0.055 -0.029
C 0.907733 2.218378 7.445523 -0.021 -0.027 -0.072
H -1.252955 -6.750281 -1.990751 0.015 -0.010 0.061
H 0.923452 -4.835782 -5.377669 0.032 0.058 -0.003
H -0.819416 0.418263 2.845063 -0.044 0.026 -0.003
C 4.131874 -2.590965 -1.668059 0.080 -0.061 0.048
O 2.777538 3.845261 -0.390847 0.021 -0.070 0.076
C 3.058001 -4.317190 -0.347264 0.142 -0.040 0.110
H -3.753775 -4.684218 1.646172 0.071 -0.022 -0.022
C 1.133913 0.758717 5.077765 -0.070 -0.006 -0.004
C 0.978502 -1.126985 -3.906722 0.050 0.068 0.292
H -0.855640 1.047214 7.810481 0.021 -0.023 -0.012
C 4.497727 3.205330 1.200866 -0.107 -0.137 -0.127
H 5.252890 3.390522 0.431257 -0.002 0.027 0.053
H -1.359422 5.541150 0.316328 0.009 -0.047 -0.028
H 2.506212 4.155024 2.964713 0.001 -0.019 -0.006
H 4.920967 3.427534 2.183963 -0.019 0.025 -0.024
Pb 0.887953 -0.189905 0.612213 -0.088 0.221 0.055
H 4.947285 2.718850 -3.855599 -0.007 -0.008 -0.026
H -3.644391 -0.992876 -2.370844 -0.014 0.033 -0.051
H -1.453406 2.161321 4.369607 0.002 0.014 -0.006
C 0.048903 -3.811304 -2.519500 0.169 0.150 0.306
H 1.395056 3.404013 -4.917007 0.030 -0.008 -0.027
H 1.219406 -5.598709 2.790748 0.059 0.012 0.011
C 1.726149 -5.256448 1.893708 -0.042 0.043 -0.017
C 0.091025 0.502309 5.965148 0.035 -0.015 0.047
C -1.944980 4.636285 0.193070 -0.041 -0.006 -0.028
H -3.791892 2.605013 -4.708229 0.000 0.001 -0.007
C 1.952162 2.473159 6.564736 -0.023 -0.045 0.063
C -3.860944 0.764783 -3.610475 0.010 0.024 0.011
C -1.728515 3.558741 1.034544 0.011 -0.062 0.029
C -3.283174 2.710346 5.341780 0.009 0.005 -0.003
C -2.287471 1.283379 1.934133 -0.262 -0.071 0.134
H -2.139593 -2.102028 -4.277416 0.010 -0.012 -0.055
N -2.021275 0.262573 -2.200242 -0.010 0.387 -0.096
C 2.156648 -3.427991 0.311724 -0.343 0.062 -0.112
Te -0.890943 -2.723944 -0.884313 -0.221 -0.743 -0.615
H -2.775867 3.079837 6.226284 0.005 -0.027 -0.006
C -2.912308 4.559424 -0.803757 0.026 -0.036 0.084
N 0.914580 -1.767731 2.513350 0.183 -0.129 -0.116
C 2.322958 2.852529 -4.748067 -0.123 -0.067 0.063
H 5.109989 -2.591393 -2.150517 0.034 -0.031 -0.034
C -1.454142 -2.661417 -4.921960 -0.139 0.004 0.085
C -1.330296 -6.498096 -0.928439 0.184 0.166 -0.146
C 3.625019 5.544948 0.980949 -0.056 0.083 -0.140
H 4.217726 2.152029 1.159500 0.073 0.035 0.024
Si -2.788560 -5.373301 -0.552871 -0.128 -0.256 0.266
H -0.388578 -6.036382 -0.614208 -0.034 -0.052 -0.036
C -3.645313 3.390961 -0.953219 -0.068 0.094 0.134
H -3.982033 1.387984 -0.250833 -0.021 0.052 0.092
H 2.733474 6.140201 0.768583 0.052 0.014 0.027
H -2.001601 -4.481362 1.584095 -0.039 -0.043 0.043
C 1.569866 -3.912696 1.519131 0.088 0.052 0.062
C -4.302889 -6.358352 -1.120725 -0.148 0.037 0.011
H 1.134128 -0.666036 -4.887199 -0.030 -0.048 0.007